1.
# C30H23BrCl3NO6PPd

C30H23BrCl3NO6PPd as an isolated structure (the ωB97M-V functional and the def2-TZVPD basis, the OMol25 dataset).

Energy above the lowest of the compared OMol25 structures with the same formula, charge and spin, kcal per mole: 16.4
Frontier orbital gap, eV: 7.7
HOMO, eV: -11.2
Net charge: +1

Last column: Löwdin charge in e.
Element x y z (Å)
Pd: 0.376 -0.033 -1.785  0.854
C: -0.100 0.826 6.050  -0.043
C: 0.505 1.820 5.288  -0.048
C: 0.673 1.640 3.928  -0.065
C: 0.222 0.462 3.326  -0.299
C: -0.384 -0.534 4.091  -0.050
C: -0.542 -0.346 5.456  -0.045
P: 0.494 0.188 1.587  1.077
C: -0.618 -1.087 1.095  -0.335
C: -0.105 -2.353 0.817  -0.061
C: -0.980 -3.403 0.579  -0.029
C: -2.345 -3.194 0.654  -0.030
C: -2.858 -1.940 0.981  -0.058
C: -2.001 -0.883 1.207  -0.092
C: 2.216 -0.066 1.248  -0.212
C: 2.967 -0.287 2.388  -0.058
C: 4.361 -0.403 2.337  -0.044
C: 4.997 -0.214 1.149  0.010
C: 4.286 0.034 -0.049  -0.144
C: 5.013 0.275 -1.236  -0.018
C: 4.369 0.531 -2.406  -0.033
C: 2.964 0.489 -2.445  -0.081
C: 2.239 0.210 -1.324  -0.196
C: 2.856 0.040 -0.051  -0.120
H: -0.227 0.970 7.115  0.118
H: 0.848 2.732 5.758  0.117
H: 1.158 2.408 3.338  0.117
H: -0.731 -1.448 3.628  0.113
H: -1.011 -1.115 6.053  0.118
H: 0.959 -2.513 0.764  0.114
H: -0.586 -4.375 0.316  0.127
H: -3.023 -4.015 0.461  0.120
H: -3.927 -1.795 1.057  0.117
H: -2.390 0.091 1.480  0.122
H: 2.483 -0.365 3.351  0.106
H: 4.918 -0.600 3.242  0.118
H: 6.078 -0.245 1.100  0.128
H: 6.094 0.261 -1.192  0.122
H: 4.922 0.731 -3.313  0.121
H: 2.462 0.602 -3.398  0.062
C: -5.574 0.145 -2.349  -0.038
C: -4.236 0.353 -3.001  -0.241
C: -4.093 0.537 -4.371  0.000
C: -2.838 0.729 -4.915  -0.079
C: -1.753 0.711 -4.055  -0.729
Br: -0.035 1.031 -4.763  0.866
N: -1.844 0.508 -2.750  -0.018
C: -3.073 0.350 -2.249  -0.081
H: -6.385 0.381 -3.036  0.082
H: -5.686 0.775 -1.466  0.083
H: -5.698 -0.894 -2.038  0.087
H: -4.966 0.540 -5.014  0.127
H: -2.693 0.890 -5.972  0.110
H: -3.130 0.217 -1.178  0.103
Cl: 1.707 4.520 -0.094  0.686
C: 0.095 3.895 0.260  -1.014
Cl: -1.175 4.686 -0.662  0.688
C: 0.117 2.413 -0.075  -0.575
O: 0.047 1.681 1.049  -0.095
O: 0.181 2.018 -1.208  0.017
H: -0.100 4.045 1.316  0.068
O: 0.878 -3.961 -3.441  -0.284
Cl: 0.911 -2.553 -3.250  0.669
O: 1.653 -1.882 -4.269  -0.340
O: 1.507 -2.218 -1.935  -0.394
O: -0.448 -2.015 -3.177  -0.417


2.
# C33H53Cl2F4N3O5S

A 2-piece molecular cluster, C33H53Cl2F4N3O5S overall in a non-equilibrium geometry (the ωB97M-V functional and the def2-TZVPD basis, the OMol25 dataset).

Energy above the lowest of the compared OMol25 structures with the same formula, charge and spin, kcal per mole: 0.0
Frontier orbital gap, eV: 9.8
HOMO, eV: -9.5
SMILES: CCCOC[C@@]1(O)[C@@H]([C@@H](Cl)[C@@H](C)Cl)[C@@](CCCCN)(CCCCCN)[C@@](Cc2ccccc2)(C(F)(F)C(F)F)OS1(=O)=O.CCCC#N

Last column: Löwdin charge in e.
Element x y z (Å)
C: 0.994 -5.913 4.788  -0.104
C: 0.417 -5.016 3.621  -0.212
C: 1.569 -4.110 3.013  -0.220
O: 0.984 -3.443 1.881  -0.174
C: 1.922 -2.531 1.277  -0.175
C: 1.081 -1.484 0.462  -0.392
O: 0.290 -2.362 -0.354  -0.012
C: 0.181 -0.460 1.298  -0.145
C: 0.643 -0.296 2.779  -0.562
Cl: 2.375 0.249 3.063  0.683
C: -0.373 0.280 3.848  -0.661
C: -0.237 -0.604 5.181  -0.147
Cl: 0.037 1.942 4.479  0.612
C: -0.331 0.783 0.432  -0.212
C: -1.151 0.226 -0.832  -0.123
C: -2.294 -0.818 -0.639  -0.173
C: -2.601 -1.426 -2.103  -0.180
C: -2.633 -2.998 -2.115  -0.274
N: -3.979 -3.409 -1.613  -0.017
C: -1.326 1.754 1.155  -0.135
C: -2.726 1.251 1.663  -0.188
C: -3.905 1.904 0.796  -0.191
C: -5.276 1.135 0.933  -0.188
C: -5.892 0.747 -0.476  -0.284
N: -5.747 1.822 -1.485  -0.015
C: 0.835 1.727 -0.204  -0.208
C: 0.866 2.013 -1.734  -0.077
C: 0.095 3.176 -2.404  -0.172
C: -1.297 3.552 -2.283  -0.058
C: -1.925 4.671 -3.007  -0.063
C: -1.157 5.465 -3.939  -0.072
C: 0.261 5.121 -4.092  -0.072
C: 0.846 4.030 -3.358  -0.030
C: 1.189 3.064 0.559  -0.281
F: 2.483 3.423 0.107  0.073
F: 1.453 2.897 1.917  0.031
C: 0.366 4.390 0.448  -0.206
F: 0.352 5.052 1.681  0.048
F: 1.023 5.284 -0.403  0.049
O: 2.131 1.035 0.032  -0.207
S: 2.275 -0.457 -0.491  0.734
O: 2.258 -0.754 -1.923  -0.260
O: 3.610 -0.886 -0.045  -0.296
H: 0.345 -5.746 5.689  0.073
H: 0.963 -6.975 4.441  0.074
H: 2.041 -5.592 5.022  0.072
H: -0.382 -4.299 3.937  0.098
H: -0.004 -5.603 2.759  0.114
H: 1.884 -3.338 3.764  0.128
H: 2.423 -4.738 2.639  0.139
H: 2.471 -3.161 0.511  0.152
H: 2.703 -2.150 1.968  0.100
H: 0.907 -2.688 -1.036  0.123
H: -0.759 -1.076 1.453  0.157
H: 0.707 -1.360 3.162  0.077
H: -1.446 0.134 3.590  0.093
H: -0.468 -1.667 4.864  0.076
H: 0.812 -0.611 5.560  0.077
H: -1.007 -0.330 5.937  0.078
H: -1.580 1.041 -1.463  0.109
H: -0.428 -0.320 -1.507  0.103
H: -2.074 -1.715 -0.013  0.104
H: -3.286 -0.424 -0.309  0.074
H: -1.914 -0.984 -2.881  0.114
H: -3.633 -1.087 -2.419  0.104
H: -2.536 -3.320 -3.185  0.110
H: -1.788 -3.367 -1.479  0.098
H: -3.912 -4.318 -1.153  0.062
H: -4.243 -2.722 -0.896  0.048
H: -0.902 2.356 2.004  0.087
H: -1.587 2.526 0.371  0.090
H: -2.843 0.142 1.770  0.098
H: -2.917 1.653 2.703  0.116
H: -4.011 2.957 1.155  0.121
H: -3.528 1.921 -0.260  0.072
H: -6.007 1.852 1.404  0.107
H: -5.227 0.256 1.637  0.112
H: -6.999 0.589 -0.343  0.115
H: -5.404 -0.224 -0.794  0.088
H: -4.822 1.694 -1.913  0.052
H: -6.406 1.709 -2.255  0.066
H: 0.706 1.144 -2.433  0.131
H: 1.951 2.229 -1.974  0.139
H: -1.961 2.996 -1.591  0.067
H: -3.008 4.867 -2.843  0.101
H: -1.594 6.306 -4.530  0.102
H: 0.891 5.688 -4.812  0.101
H: 1.929 3.818 -3.552  0.116
H: -0.687 4.377 0.107  0.145
C: 5.299 -1.574 -2.618  -0.114
C: 6.469 -0.706 -2.173  -0.256
C: 7.415 -0.344 -3.321  -0.197
C: 8.061 -1.525 -3.899  -0.241
N: 8.553 -2.457 -4.357  0.138
H: 5.642 -2.532 -3.019  0.075
H: 4.647 -1.783 -1.775  0.033
H: 4.710 -1.071 -3.389  0.078
H: 7.020 -1.220 -1.381  0.115
H: 6.075 0.217 -1.740  0.109
H: 8.188 0.334 -2.950  0.115
H: 6.868 0.194 -4.099  0.119